# 1
Computed, not measured: a molecular structure, C9H16F3FeS4 in a non-equilibrium geometry, with wB97M-V/def2-TZVPD.

Geometry as XYZ:
```
33
Properties=species:S:1:pos:R:3:lowdin_charge:R:1
Fe 0.02 -1.33 -1.15 0.441
S 2.48 -0.54 -0.77 0.896
S 0.04 1.40 -1.82 0.892
S -0.02 -1.42 1.41 0.915
S -2.48 -0.55 -0.77 0.899
F -1.00 -3.11 -2.20 -0.080
F -0.20 -4.79 -1.01 0.112
F 1.15 -3.24 -1.81 -0.083
C 1.51 -0.54 1.90 -0.467
C -2.59 -0.48 1.06 -0.474
C 1.29 2.01 -0.65 -0.492
C -1.30 -0.17 1.81 -0.475
C -1.46 2.08 -1.03 -0.484
C 2.60 1.27 -0.84 -0.483
C -2.66 1.18 -1.28 -0.492
C -0.10 -3.48 -1.15 -0.489
C 2.67 -0.92 1.00 -0.478
H -1.65 3.07 -1.46 0.093
H -3.36 0.26 1.31 0.094
H 2.83 -2.00 1.01 0.089
H -2.97 -1.46 1.33 0.086
H 3.58 -0.44 1.34 0.093
H 1.44 3.08 -0.82 0.097
H 1.32 0.53 1.89 0.066
H 3.02 1.48 -1.83 0.084
H 0.90 1.88 0.36 0.054
H -3.55 1.58 -0.78 0.094
H -1.49 -0.22 2.88 0.094
H -0.92 0.82 1.56 0.056
H 3.34 1.59 -0.10 0.097
H -1.27 2.20 0.03 0.066
H -2.89 1.12 -2.35 0.086
H 1.73 -0.83 2.93 0.092
```

Calculated values
charge: +1
2S+1: 5
Kohn-Sham gap (alpha / beta): 9.29 / 8.66 eV



# 2
Computed, not measured: 2 unconnected molecules or ions with the total composition C9H16N in a non-equilibrium geometry, with wB97M-V/def2-TZVPD.

Geometry as XYZ:
```
26
Properties=species:S:1:pos:R:3:lowdin_charge:R:1
N -0.10 -1.38 1.28 0.209
C 0.19 1.08 -1.39 -0.289
C 0.04 -0.35 2.34 -0.205
C -1.25 0.09 3.02 -0.062
C -0.34 -1.17 -1.94 -0.136
C 1.89 -0.60 -1.68 -0.087
C -0.81 0.14 -1.77 -0.035
C 1.53 0.72 -1.41 -0.032
C -0.31 2.46 -1.23 -0.065
C 0.98 -1.60 -1.94 -0.099
H -0.18 -0.96 0.35 0.093
H 2.91 -0.93 -1.66 0.106
H -1.40 2.46 -1.14 0.077
H 0.67 -0.70 3.14 0.116
H 0.69 0.49 1.99 0.145
H 1.21 -2.62 -2.21 0.115
H 0.12 3.12 -0.47 0.090
H -1.83 0.41 -1.97 0.118
H -0.33 3.12 -2.10 0.095
H -2.20 -0.01 2.54 0.076
H 0.77 -1.92 1.28 0.172
H -1.29 -0.57 3.90 0.092
H -1.24 1.12 3.36 0.086
H 2.27 1.51 -1.47 0.125
H -0.88 -2.03 1.39 0.182
H -1.12 -1.89 -2.21 0.114
```

Calculated values
charge: +1
Kohn-Sham gap: 9.58 eV



# 3
Computed, not measured: C9H16N2 in the gas phase in a non-equilibrium geometry, with wB97M-V/def2-TZVPD.

Geometry as XYZ:
```
27
Properties=species:S:1:pos:R:3:lowdin_charge:R:1
N 0.18 3.19 -0.38 0.177
N 0.06 -0.26 0.05 -0.005
C -1.31 0.35 -2.00 -0.033
C -0.30 2.16 -0.60 -0.195
C -0.93 0.85 -0.67 -0.486
C 0.57 0.00 1.41 -0.287
C 1.49 -1.56 -1.38 -0.046
C -2.22 0.93 0.13 -0.058
C -0.10 -0.79 2.56 -0.033
C 2.04 -0.33 0.86 -0.042
C 1.43 -0.27 -0.53 -0.345
H -1.17 1.12 -2.76 0.102
H 2.25 -1.55 -2.17 0.077
H 1.83 -2.41 -0.87 0.043
H 0.42 1.02 1.60 0.104
H 2.86 0.30 1.04 0.087
H 0.09 -0.28 3.48 0.067
H -2.18 1.63 1.02 0.104
H -1.18 -0.72 2.44 0.064
H 0.13 -1.79 2.82 0.057
H -2.51 -0.09 0.41 0.092
H -0.69 -0.48 -2.35 0.065
H 0.45 -1.62 -1.77 0.061
H 2.34 -1.29 1.13 0.087
H -3.06 1.38 -0.46 0.100
H 1.83 0.56 -1.19 0.155
H -2.33 -0.03 -1.85 0.089
```

Calculated values
SMILES: C[C@@H]1C[C@H](C)N1C(C)(C)C#N
charge: 0
Kohn-Sham gap: 10.05 eV



# 4
Computed, not measured: C9H16N2O2S in the gas phase in a non-equilibrium geometry, with wB97M-V/def2-TZVPD.

Geometry as XYZ:
```
30
Properties=species:S:1:pos:R:3:lowdin_charge:R:1
S -1.25 0.93 2.33 0.625
O -0.43 2.12 2.56 -0.327
O -2.41 0.67 3.12 -0.313
N -1.59 0.64 0.74 -0.111
N -3.49 1.25 -0.68 -0.006
C -0.12 -1.24 -0.85 -0.166
C 2.49 0.01 -0.58 -0.181
C -0.08 -0.43 2.57 -0.102
C 0.44 -0.80 1.44 -0.130
C 0.15 -0.15 0.11 -0.241
C 1.15 -1.89 -1.28 -0.162
C -2.10 1.58 -0.20 -0.334
C 1.22 0.83 -0.26 -0.134
C 2.11 -0.80 -1.80 -0.169
H -1.56 1.80 -1.12 0.104
H 1.67 -0.07 -2.52 0.135
H 0.93 -2.57 -2.02 0.089
H 1.60 -2.47 -0.50 0.114
H 1.28 -1.50 1.53 0.125
H 2.84 -1.37 -2.27 0.082
H -3.60 0.28 -1.08 0.083
H -0.69 -1.97 -0.35 0.113
H 1.32 1.63 0.64 0.164
H -0.76 -0.97 -1.63 0.117
H 0.90 1.42 -1.22 0.142
H -4.01 1.36 0.18 0.051
H -2.26 2.55 0.21 0.103
H 3.38 0.65 -0.86 0.133
H 0.13 -0.99 3.47 0.110
H 2.76 -0.47 0.31 0.086
```

Calculated values
charge: 0
Kohn-Sham gap: 9.53 eV



Calculated total energy? In order: -3508.33698, -407.02002, -461.94563, -1010.56617 Eh.